Model 1:
ORCA calculation (wB97M-V/def2-TZVPD) on 2 unconnected molecules or ions with the total composition C2H4O2.

Each line ends with the natural charge from an NBO analysis.
Atoms and positions in Å:
O (2.11, 1.82, -0.27)  -0.4852
O (-1.91, -1.72, -0.86)  -0.4908
C (1.67, 0.75, 0.09)  0.2664
C (-1.68, -0.76, -0.10)  0.2504
H (-1.01, -0.82, 0.79)  0.1151
H (-2.14, 0.24, -0.31)  0.1245
H (0.74, 0.69, 0.71)  0.0999
H (2.22, -0.21, -0.06)  0.1198

Output
Orbital gap, eV: 10.60
Molecular weight, g mol⁻¹: 60.05
Spin multiplicity: 1


Model 2:
ORCA calculation (wB97M-V/def2-TZVPD) on 2 unconnected molecules or ions with the total composition C2H4O2.

Each line ends with the natural charge from an NBO analysis.
Atoms and positions in Å:
O (-0.32, -1.08, 0.83)  -0.5318
O (-1.22, 1.19, -0.05)  -0.6490
C (-0.25, 1.77, -0.69)  0.0420
C (0.74, -1.48, 0.40)  0.3127
H (1.44, -2.36, 0.87)  0.0948
H (-0.32, 2.91, -0.69)  0.0761
H (1.26, -1.16, -0.49)  0.1320
H (-1.33, 0.23, -0.18)  0.5232

Output
Orbital gap, eV: 8.39
Molecular weight, g mol⁻¹: 60.05
Spin multiplicity: 1


Model 3:
ORCA calculation (wB97M-V/def2-TZVPD) on C2H4O2 in the gas phase.

Each line ends with the natural charge from an NBO analysis.
Atoms and positions in Å:
O (1.71, -0.06, -0.15)  -0.6765
O (-0.27, -1.30, -0.10)  -0.4872
C (0.54, -0.37, 0.36)  0.3808
C (-0.80, 0.01, -0.08)  -0.1596
H (-0.83, 0.39, -1.05)  0.1688
H (0.55, -0.26, 1.60)  0.1012
H (1.88, -0.78, -0.73)  0.4823
H (-1.83, 0.16, 0.43)  0.1903

Output
Orbital gap, eV: 10.91
Molecular weight, g mol⁻¹: 60.05
Spin multiplicity: 1


Taking the most stable structure as the zero point, the relative energies in eV are model 1 0.000; model 2 2.359; model 3 0.460.


Model 1:
ORCA calculation (wB97M-V/def2-TZVPD) on C20H20BrClF2N2O in the gas phase.

Each line ends with the natural charge from an NBO analysis.
Atoms and positions in Å:
Br (3.34, -3.87, 6.47)  0.0824
Cl (4.09, -5.76, 3.88)  0.0339
F (-3.32, 3.85, 1.21)  -0.3230
F (0.18, 0.37, 1.67)  -0.3564
O (0.34, -3.93, 0.29)  -0.6191
N (-0.94, 0.06, -2.41)  -0.6304
N (1.09, -1.79, 0.17)  -0.4307
C (1.71, -2.58, 4.52)  -0.2266
C (2.62, -3.62, 4.72)  -0.1018
C (1.15, 0.58, 0.78)  0.2079
C (-2.27, 0.67, -2.36)  -0.2369
C (1.99, -0.71, 0.64)  -0.2525
C (-2.29, 2.10, -1.84)  -0.0193
C (1.54, -3.18, 2.17)  -0.0436
C (2.43, -4.24, 2.39)  -0.2143
C (-0.35, -0.25, -1.11)  -0.0544
C (0.51, 0.92, -0.57)  -0.4480
C (-2.80, 2.34, -0.56)  -0.2710
C (-1.84, 3.19, -2.61)  -0.0089
C (0.93, -2.99, 0.80)  0.6511
C (-1.88, 4.48, -2.08)  -0.1955
C (-1.28, 2.99, -4.01)  -0.6402
C (1.16, -2.37, 3.25)  -0.2101
C (-2.38, 4.70, -0.80)  -0.2752
C (-2.84, 3.63, -0.04)  0.3854
C (0.46, -1.57, -1.16)  -0.2209
C (2.98, -4.46, 3.66)  -0.0659
H (2.77, -0.55, -0.10)  0.2006
H (-2.04, 2.58, -4.68)  0.2148
H (-1.53, 5.32, -2.66)  0.2157
H (1.29, -1.48, -1.86)  0.1922
H (-2.98, 0.04, -1.81)  0.1792
H (1.77, 1.40, 1.14)  0.1687
H (0.44, -1.57, 3.12)  0.2382
H (-2.42, 5.70, -0.39)  0.2273
H (2.70, -4.91, 1.59)  0.2441
H (-0.90, 3.91, -4.45)  0.2155
H (-0.45, 2.27, -3.99)  0.2342
H (-0.06, 1.84, -0.47)  0.2356
H (-0.97, -0.76, -3.00)  0.3680
H (-1.16, -0.44, -0.39)  0.1803
H (-0.21, -2.40, -1.41)  0.2506
H (1.30, 1.16, -1.28)  0.2121
H (2.51, -0.94, 1.57)  0.2361
H (-3.15, 1.53, 0.06)  0.2263
H (1.42, -1.95, 5.34)  0.2348
H (-2.67, 0.69, -3.38)  0.2094

Output
Orbital gap, eV: 9.68
Molecular weight, g mol⁻¹: 457.75
Spin multiplicity: 1


Model 2:
ORCA calculation (wB97M-V/def2-TZVPD) on C20H20BrClF2N2O in the gas phase.

Each line ends with the natural charge from an NBO analysis.
Atoms and positions in Å:
Br (3.61, -3.97, 6.13)  0.0848
Cl (0.52, -2.88, 5.85)  0.0351
F (-3.59, 3.67, 1.24)  -0.3215
F (0.22, 0.06, 1.79)  -0.3744
O (0.05, -3.53, 0.31)  -0.6078
N (-0.94, 0.03, -2.36)  -0.6239
N (1.37, -1.72, -0.03)  -0.4344
C (0.72, -1.42, -1.30)  -0.2130
C (-1.88, 3.05, -2.46)  -0.0152
C (-2.54, 4.55, -0.68)  -0.2788
C (0.37, 0.90, -0.44)  -0.4512
C (-1.97, 4.33, -1.92)  -0.1900
C (0.93, -2.78, 0.70)  0.6779
C (-2.95, 2.19, -0.48)  -0.2739
C (1.45, -3.13, 4.42)  -0.0768
C (2.90, -3.50, 2.08)  -0.1899
C (-3.03, 3.47, 0.03)  0.3862
C (-2.30, 0.55, -2.25)  -0.2383
C (1.13, 0.52, 0.83)  0.2025
C (1.59, -3.03, 2.02)  -0.1330
C (-2.37, 1.97, -1.73)  -0.0173
C (2.76, -3.59, 4.48)  -0.1098
C (2.11, -0.61, 0.52)  -0.2519
C (-1.25, 2.85, -3.82)  -0.6375
C (-0.31, -0.30, -1.09)  -0.0670
C (3.48, -3.77, 3.31)  -0.2224
C (0.87, -2.86, 3.19)  -0.1392
H (2.84, -0.27, -0.23)  0.2065
H (3.47, -3.66, 1.17)  0.2241
H (-0.34, 1.69, -0.20)  0.2405
H (-0.96, -0.78, -2.96)  0.3654
H (2.71, -0.90, 1.39)  0.2353
H (-3.34, 1.36, 0.11)  0.2280
H (-2.73, 0.55, -3.26)  0.2091
H (-0.97, 3.80, -4.27)  0.2132
H (-2.61, 5.54, -0.26)  0.2288
H (4.50, -4.14, 3.36)  0.2334
H (-0.15, -2.51, 3.15)  0.2392
H (1.08, 1.35, -1.15)  0.2157
H (-0.37, 2.21, -3.74)  0.2366
H (-1.05, -0.71, -0.39)  0.1861
H (-2.94, -0.10, -1.65)  0.1792
H (-1.59, 5.17, -2.48)  0.2135
H (-1.95, 2.35, -4.50)  0.2134
H (0.27, -2.33, -1.70)  0.2419
H (1.51, -1.08, -1.98)  0.1929
H (1.65, 1.38, 1.24)  0.1778

Output
Orbital gap, eV: 9.60
Molecular weight, g mol⁻¹: 457.75
Spin multiplicity: 1


Taking the most stable structure as the zero point, the relative energies in eV are model 1 0.293; model 2 0.000.


Model 1:
ORCA calculation (wB97M-V/def2-TZVPD) on C3H2N4O in the gas phase.

Each line ends with the natural charge from an NBO analysis.
Atoms and positions in Å:
O (-0.18, 2.34, 0.01)  -0.5795
N (3.28, 0.06, 0.29)  0.0948
N (0.28, -1.26, -0.22)  -0.4145
N (2.09, 0.18, -0.24)  0.0344
N (-1.24, 0.23, 0.00)  -0.5891
C (0.76, 0.02, -0.36)  0.0557
C (-0.16, 1.08, -0.09)  0.5806
C (-0.98, -1.19, 0.22)  0.2049
H (-1.72, -1.92, 0.18)  0.2164
H (-2.13, 0.46, 0.22)  0.3963

Output
Orbital gap, eV: 7.58
Molecular weight, g mol⁻¹: 110.08
Spin multiplicity: 1


Model 2:
ORCA calculation (wB97M-V/def2-TZVPD) on C3H2N4O in the gas phase.

Each line ends with the natural charge from an NBO analysis.
Atoms and positions in Å:
O (1.19, 1.31, -0.99)  -0.4851
N (-1.08, 0.70, -1.04)  -0.0961
N (0.23, -0.22, 1.71)  -0.1231
N (0.25, 0.87, 1.16)  -0.1562
N (-1.13, -0.60, -1.02)  -0.1285
C (0.26, -1.36, 0.96)  -0.0964
C (0.26, 1.04, -0.30)  0.6710
C (-0.19, -1.48, -0.37)  -0.0848
H (0.43, -2.46, 1.55)  0.2458
H (0.11, -2.48, -0.96)  0.2533

Output
Orbital gap, eV: 8.18
Molecular weight, g mol⁻¹: 110.08
Spin multiplicity: 1


Model 3:
ORCA calculation (wB97M-V/def2-TZVPD) on C3H2N4O in the gas phase.

Each line ends with the natural charge from an NBO analysis.
Atoms and positions in Å:
O (-1.76, 1.84, 0.51)  -0.4588
N (-1.12, 0.55, -1.28)  -0.1848
N (-0.02, 0.34, -1.73)  0.0800
N (1.17, 0.41, -0.89)  -0.2862
N (-1.01, -0.41, 0.84)  -0.4488
C (0.17, -0.94, 0.78)  0.0958
C (-1.37, 0.85, 0.15)  0.7529
C (1.46, -0.33, 0.01)  0.0730
H (0.10, -1.85, 1.18)  0.1818
H (2.39, -0.46, 0.43)  0.1951

Output
Orbital gap, eV: 8.70
Molecular weight, g mol⁻¹: 110.08
Spin multiplicity: 1


Taking the most stable structure as the zero point, the relative energies in eV are model 1 0.000; model 2 0.934; model 3 0.395.